The following is a quantum chemistry calculation of a 2-piece molecular cluster, C6H11NO overall, from the Open Molecules 2025 dataset.

Properties
SMILES ... Cc1c[nH]c(C)c1.O
HOMO energy ... -8.188 eV
Largest force on an atom ... 2.66 eV/A
Kohn-Sham gap ... 9.04 eV

The geometry in ORCA input format:
```
! RIJCOSX wB97M-V def2-TZVPD def2/J DEFGRID3
* xyz 0 1
H 2.922 0.109 0.862
H 0.623 -1.654 -1.337
H 2.710 -1.682 0.624
H -1.877 -1.521 -0.714
H 2.810 -0.695 -0.798
H 0.245 0.725 -2.317
N 0.196 -1.196 -0.543
C -1.150 0.147 0.609
C 2.482 -0.669 0.240
C -1.174 -0.770 -0.407
C -2.334 0.647 1.391
H -2.135 1.503 2.033
H 0.583 2.198 -2.704
C 0.994 -0.529 0.359
H -2.473 -0.188 2.104
O 0.179 1.378 -3.004
C 0.191 0.367 1.009
H 0.402 1.034 1.833
H -3.194 0.796 0.761
*
```


The following is a quantum chemistry calculation of a 2-piece molecular cluster, C6H11NO overall, from the Open Molecules 2025 dataset.

Properties
SMILES ... Cc1c[nH]c(C)c1.O
HOMO energy ... -8.079 eV
Largest force on an atom ... 2.05 eV/A
Kohn-Sham gap ... 8.90 eV

The geometry in ORCA input format:
```
! RIJCOSX wB97M-V def2-TZVPD def2/J DEFGRID3
* xyz 0 1
H 0.991 0.476 -2.505
C 1.224 1.156 2.049
C 0.072 -0.752 -0.965
H -1.155 -1.589 -2.578
H -2.547 0.492 1.300
H 0.598 1.934 2.423
C 0.879 0.237 -1.469
H -2.365 0.796 -0.175
O -2.993 0.407 0.445
C 0.002 -0.467 0.435
N 1.315 1.033 -0.451
H -1.321 -2.240 -1.011
C 0.776 0.617 0.738
H 2.261 1.455 1.973
H 1.341 0.406 2.840
H -0.444 -1.273 1.014
H 0.117 -2.690 -1.864
C -0.595 -1.882 -1.694
H 1.844 1.884 -0.505
*
```


The following is a quantum chemistry calculation of C6H11NO in the gas phase, from the Open Molecules 2025 dataset.

Properties
HOMO energy (alpha / beta) ... -8.677 / -6.953 eV
Largest force on an atom ... 2.98 eV/A
Kohn-Sham gap (alpha / beta) ... 9.15 / 7.10 eV

The geometry in ORCA input format:
```
! RIJCOSX wB97M-V def2-TZVPD def2/J DEFGRID3
* xyz 0 1
H -0.355 3.779 0.789
N -0.729 -2.030 0.514
H -2.129 0.075 -1.128
C 1.175 0.145 0.027
O -1.154 -1.625 -0.769
H 1.070 2.769 0.892
H 0.686 3.613 -0.611
H -1.568 2.189 -0.597
H 1.905 0.945 -0.076
C 0.256 3.066 0.233
H -0.604 -3.947 -0.331
C -0.199 0.629 -0.341
H 1.203 -0.181 1.068
H 1.446 -0.717 -0.579
H -0.123 -3.771 1.379
C -0.078 -3.309 0.392
H 0.978 -3.238 0.094
C -0.579 1.925 -0.238
C -1.203 -0.317 -0.716
*
```


Molar mass for every record listed, in sequence, given in g/mol: 113.16 113.16 113.16.
ΔE to the lowest compared entry with this formula, charge and spin for every record listed, in sequence, given in kcal/mol: 23.9 19.8 119.2.